This record from the OMol25 dataset describes a structure of composition C2H4Mg in a non-equilibrium geometry. The level of theory is ωB97M-V/def2-TZVPD.

Energy relative to the best compared isomer or geometry (same formula, charge and spin): 18.4 kcal/mol
E: -7578.36092 eV
Spin multiplicity: 2
Net charge: -1
Frontier orbital gap (alpha / beta): 4.290 / 3.600 eV

Each line ends with the Löwdin charge.
Element x y z (Å)
Mg 1.27284 0.36226 -0.58168  0.296
C -1.83641 0.26083 -0.15817  -0.538
C -0.68607 -0.47994 -0.34046  -0.521
H -0.88936 -1.56658 -0.37583  -0.066
H -2.82456 -0.14881 -0.42863  -0.016
H -2.55935 0.58761 1.61748  -0.122
H -1.83086 1.34683 -0.33932  -0.033